No. 1
Here is an isolated ion of composition CH5NOP and charge -1 from OMol25. Energies are from wB97M-V/def2-TZVPD.

Values from the calculation:
2S+1: 3
Frontier orbital gap (alpha / beta) (eV): 3.522 / 7.901
HOMO energy (alpha / beta) (Eh): 0.0366 / -0.2157
Charge: -1
Energy relative to the best compared isomer or geometry (same formula, charge and spin) (kcal/mol): 0.0

```
9
Properties=species:S:1:pos:R:3:mulliken_charge:R:1
P -1.697 -0.311 0.057 -0.066
O -2.937 0.407 -0.080 -0.625
N -0.732 0.882 -0.125 0.755
C 0.718 0.864 0.014 -3.550
H 1.108 0.128 -0.731 0.736
H -1.756 -1.707 -0.518 0.074
H 1.003 0.472 0.937 0.758
H 1.163 1.759 -0.223 0.878
H -1.293 -0.896 1.325 0.039
```

=====

No. 2
Here is an isolated ion of composition C4H10BrN2OS and charge +1 from OMol25. Energies are from wB97M-V/def2-TZVPD.

Values from the calculation:
Frontier orbital gap (eV): 9.561
HOMO energy (Eh): -0.4790
Charge: +1
Energy relative to the best compared isomer or geometry (same formula, charge and spin) (kcal/mol): 0.0

```
19
Properties=species:S:1:pos:R:3:mulliken_charge:R:1
Br -4.209 0.367 0.334 0.045
S 0.655 1.541 -0.129 0.271
O -1.822 -1.377 -0.069 -0.375
N -0.121 0.099 -0.312 -0.328
N -2.379 0.850 -0.038 -0.427
C 2.151 0.912 -0.943 -0.893
C 1.195 1.149 1.579 -0.883
C -1.345 -0.195 -0.112 0.905
C -0.895 -2.484 -0.612 -0.559
H 0.443 1.404 2.272 0.353
H 2.073 1.662 1.874 0.410
H 2.125 0.932 -2.011 0.375
H 1.164 -0.033 1.667 0.305
H 3.054 1.461 -0.706 0.391
H -2.181 1.852 -0.009 0.262
H -0.134 -1.932 -1.355 0.261
H -1.560 -3.218 -1.054 0.282
H -0.384 -2.866 0.343 0.265
H 2.172 -0.124 -0.718 0.340
```

=====

No. 3
Here is C19H33BiBrN7O2 as an isolated structure from OMol25. Energies are from wB97M-V/def2-TZVPD.

Values from the calculation:
Frontier orbital gap (eV): 8.350
HOMO energy (Eh): -0.5176
Charge: +2

```
63
Properties=species:S:1:pos:R:3:mulliken_charge:R:1
Bi 0.462 0.370 -0.747 2.225
Br -1.176 -2.028 6.321 -0.078
O -0.335 0.139 1.390 -0.781
O 1.611 1.157 1.443 -0.810
N -0.330 2.620 -0.332 -0.232
N 1.490 -3.066 2.187 0.016
N 0.999 -2.108 -0.026 -0.626
N -0.026 -1.290 -2.711 -0.293
N -1.855 -0.072 -0.837 0.002
N 0.112 1.635 -2.989 -0.414
N 2.116 0.283 5.480 -0.557
C -1.721 2.730 0.174 -0.667
C -0.146 -0.582 4.102 -0.244
C -1.461 -1.593 -2.766 -0.719
C -2.068 -1.443 -1.380 -0.881
C 1.789 -0.018 -3.837 -0.613
C 1.200 -0.472 6.075 -0.149
C 0.057 -0.929 5.421 -0.247
C 1.931 0.614 4.209 -0.274
C 0.819 0.204 3.478 0.211
C -0.303 3.037 -2.795 -0.823
C 0.711 0.542 2.045 0.588
C 0.087 3.542 -1.414 -0.746
C 0.519 -3.924 2.878 -0.752
C 2.761 -2.778 2.866 -0.864
C 1.229 -2.563 1.025 0.368
C -2.709 0.945 -1.504 -0.424
C 1.386 1.459 -3.727 -0.795
C -2.849 2.275 -0.751 -1.043
C 0.617 -0.985 -4.012 -1.048
H -3.072 3.044 -1.491 0.347
H -3.137 -1.661 -1.409 0.516
H 2.165 2.025 -3.212 0.378
H 0.458 -2.076 -2.282 0.414
H 0.143 3.689 -3.550 0.502
H 1.174 3.633 -1.349 0.426
H -3.703 0.515 -1.644 0.482
H 0.983 -4.885 3.095 0.330
H -3.734 2.229 -0.114 0.434
H 2.695 1.224 3.742 0.495
H 2.467 -0.114 -4.685 0.578
H -1.665 -2.601 -3.135 0.457
H 2.374 -0.335 -2.967 0.231
H 1.376 -0.732 7.113 0.400
H 2.557 -2.287 3.817 0.277
H 3.369 -2.125 2.245 0.319
H 0.272 2.811 0.468 0.318
H -1.919 3.766 0.459 0.496
H -0.329 4.539 -1.253 0.367
H -2.309 1.110 -2.500 0.199
H -2.072 -0.092 0.159 0.327
H -0.136 -0.566 -4.686 0.432
H 0.209 -3.452 3.811 0.228
H 3.295 -3.711 3.041 0.375
H 1.285 1.895 -4.725 0.464
H -1.020 -0.918 3.562 0.694
H -1.382 3.100 -2.927 0.362
H -0.604 1.169 -3.534 0.169
H 0.960 -1.906 -4.487 0.493
H -1.594 -2.142 -0.689 0.293
H -1.935 -0.905 -3.469 0.352
H -1.740 2.140 1.090 0.191
H -0.348 -4.083 2.243 0.323
```

=====

No. 4
Here is C10H5B4Cl36FO5 as an isolated structure from OMol25. Energies are from wB97M-V/def2-TZVPD.

Values from the calculation:
Frontier orbital gap (eV): 10.068
HOMO energy (Eh): -0.3831

```
61
Properties=species:S:1:pos:R:3:mulliken_charge:R:1
Cl 3.617 3.987 7.336 -0.093
Cl 2.332 -0.185 3.536 -0.031
Cl 3.146 -7.856 -3.709 -0.101
Cl -1.140 1.825 -8.058 -0.109
Cl 7.050 -11.984 -3.046 -0.099
Cl -6.330 4.855 -4.331 -0.098
Cl -3.364 -3.747 2.007 -0.100
Cl -2.139 -1.843 0.180 -0.065
Cl 5.999 -0.335 3.473 -0.069
Cl 5.352 -9.659 -2.626 -0.001
Cl 2.023 1.926 6.040 0.012
Cl -1.324 -1.911 2.972 -0.048
Cl -4.632 2.530 -4.751 -0.080
Cl -1.128 -4.717 -4.805 -0.106
Cl 3.350 1.002 1.083 -0.103
Cl 0.916 -4.459 -6.860 -0.102
Cl -0.593 -4.091 1.189 -0.078
Cl 0.228 -2.172 -5.198 -0.090
Cl 8.218 -9.320 -2.998 -0.098
Cl 7.200 -10.507 -0.544 -0.102
Cl -1.795 3.040 -5.497 0.018
Cl 0.987 2.691 -6.272 -0.109
Cl -0.634 0.374 -5.588 -0.059
Cl 1.667 -4.425 -4.049 -0.068
Cl 1.164 4.704 5.944 -0.093
Cl 4.719 -6.076 -5.389 -0.080
Cl 5.140 2.443 3.377 -0.064
Cl -4.482 4.008 -2.249 -0.064
Cl 2.183 -1.663 1.034 -0.057
Cl 7.592 1.726 4.768 -0.102
Cl 1.038 3.228 8.448 -0.098
Cl 4.772 -8.947 -5.862 -0.088
Cl -3.464 5.195 -4.703 -0.120
Cl 2.377 -7.414 -6.480 -0.066
Cl 0.484 0.662 1.455 0.055
Cl 5.013 0.968 5.881 -0.056
F -3.850 0.354 2.072 -0.223
O -5.152 5.580 4.682 -0.482
O -4.391 4.228 1.083 -0.497
O -4.181 2.703 3.227 -0.332
O -6.946 5.258 2.850 -0.502
O -2.504 2.476 1.353 -0.238
C -4.727 4.147 -4.008 0.306
C -0.645 1.983 -6.354 0.270
C -4.036 6.523 4.505 -0.504
C 5.936 1.201 4.375 0.289
C 2.087 -0.046 1.777 0.164
C 0.421 -3.943 -5.228 0.336
C 1.960 3.461 6.942 0.265
C 3.754 -7.573 -5.360 0.339
C -1.855 -2.898 1.587 0.238
C 6.955 -10.368 -2.304 0.296
B -3.517 1.793 2.232 0.746
B -4.641 3.908 2.507 0.271
B -3.378 3.339 0.481 0.601
B -5.581 4.975 3.406 0.496
H -3.032 5.988 4.162 0.169
H -4.315 7.299 3.647 0.230
H -3.273 3.257 -0.709 -0.152
H -6.823 5.386 1.854 0.306
H -3.808 7.118 5.514 0.224
```

=====

No. 5
Here is C47H44N9O5SSn as an isolated structure from OMol25. Energies are from wB97M-V/def2-TZVPD.

Values from the calculation:
Frontier orbital gap (eV): 6.502
HOMO energy (Eh): -0.3590
Charge: +1
Energy relative to the best compared isomer or geometry (same formula, charge and spin) (kcal/mol): 38.4

```
107
Properties=species:S:1:pos:R:3:mulliken_charge:R:1
Sn -0.816 -0.578 -0.745 0.778
S -1.405 0.104 -3.506 -0.344
O -1.093 4.139 -1.470 -0.472
O 4.265 1.605 -0.338 -0.464
O 2.459 1.649 5.317 -0.550
O -0.909 1.935 -1.489 -0.518
O -2.380 2.264 2.471 -0.492
N -0.074 0.444 1.435 1.886
N -2.113 -1.307 0.679 1.067
N -3.197 -1.624 -1.707 -0.094
N 0.135 -1.499 -5.077 -0.174
N 2.027 1.174 0.709 0.320
N 1.264 4.466 -2.644 -0.762
N 0.169 -2.522 -0.036 0.413
N 1.382 1.640 2.846 0.364
N -1.963 -0.754 -5.896 -0.463
C -5.056 -1.864 -3.186 -1.190
C 1.550 -0.484 -2.602 -0.611
C 1.056 1.071 1.646 -1.381
C -3.496 -1.032 0.552 -1.566
C -1.011 -0.827 -4.955 0.331
C 1.662 -2.875 -6.343 -1.159
C 3.762 0.417 -2.392 -0.876
C -1.892 -4.049 3.184 -1.059
C 3.789 3.571 4.825 -0.364
C -0.576 -2.137 -7.247 -0.820
C -5.928 -1.439 -2.226 -0.753
C -2.471 0.927 4.335 -0.676
C 1.874 -4.157 0.214 -1.160
C 2.365 2.612 3.127 -0.133
C 0.059 -4.094 1.799 1.024
C 3.065 0.365 5.159 -0.587
C -4.304 -0.591 1.566 0.761
C -0.668 -4.589 2.907 -1.051
C -4.058 -1.248 -0.735 0.274
C -1.729 -1.405 -7.027 -0.284
C -1.713 -2.405 1.415 0.065
C -5.442 -1.115 -0.941 0.934
C -2.257 2.424 1.071 -0.221
C 2.759 3.613 2.246 -0.290
C 2.892 2.598 4.423 0.447
C -5.689 -0.408 1.348 -1.424
C -2.056 -0.098 5.158 -0.953
C 5.525 1.989 -0.867 -1.048
C 3.428 0.874 -1.136 1.401
C -3.682 -1.931 -2.884 -0.133
C 2.150 0.624 -0.570 -0.419
C 1.209 -0.068 -1.321 0.759
C -2.431 -2.985 2.438 0.096
C -0.460 -0.719 3.503 0.068
C 0.358 -2.145 -6.221 0.866
C 4.195 4.553 3.933 -0.565
C 2.806 -0.270 -3.129 -1.226
C 3.683 4.568 2.645 -0.998
C 1.284 -3.077 -0.459 -0.118
C -0.460 -3.008 1.071 -0.165
C -6.254 -0.683 0.135 -1.032
C -0.522 3.013 -1.873 -0.029
C -0.862 0.309 2.641 -0.334
C -1.888 1.159 3.084 0.340
C 0.616 3.175 -2.854 0.478
C -1.031 -0.936 4.740 -1.323
C 1.270 -4.652 1.336 -0.748
H 5.403 2.529 -1.808 0.415
H 2.888 1.596 1.028 0.411
H -1.237 2.650 0.787 0.062
H -0.265 -5.406 3.489 0.475
H 4.157 3.544 5.842 0.474
H 0.349 -1.359 3.165 0.786
H -2.503 -1.339 -7.785 0.436
H 1.798 4.468 -1.782 0.143
H 5.976 2.643 -0.126 0.271
H 4.747 0.591 -2.799 0.476
H 4.903 5.307 4.247 0.400
H 2.484 -2.211 -6.074 0.219
H -0.408 -2.670 -8.171 0.386
H -0.586 4.872 -1.877 0.365
H 0.147 3.175 -3.842 0.414
H 1.703 -5.487 1.873 0.480
H -3.405 -2.601 2.699 0.608
H 2.904 -0.171 6.090 0.279
H -3.876 -0.376 2.536 0.344
H -2.532 -0.243 6.119 0.419
H 0.829 -0.977 -3.231 0.734
H 3.982 5.341 1.951 0.439
H -3.249 1.613 4.644 0.520
H 1.254 2.290 -2.796 -0.028
H -2.473 -4.440 4.009 0.439
H 0.804 1.381 3.632 0.313
H 1.903 4.688 -3.395 0.261
H -0.678 -1.743 5.368 0.605
H 4.136 0.468 4.978 0.344
H 6.165 1.118 -1.023 0.343
H 1.737 -2.661 -1.349 0.556
H -2.975 -2.247 -3.641 0.682
H -2.903 3.254 0.796 0.314
H 2.608 -0.189 4.335 0.080
H 1.822 -3.241 -7.356 0.388
H -5.387 -2.121 -4.182 0.425
H 2.318 3.669 1.260 0.725
H -6.305 -0.059 2.166 0.469
H 2.784 -4.590 -0.175 0.486
H -6.989 -1.362 -2.429 0.463
H 1.684 -3.722 -5.657 0.248
H -2.600 1.528 0.545 -0.050
H -7.321 -0.587 -0.017 0.438
H 3.035 -0.629 -4.124 0.300
```

=====

No. 6
Here is C26H23N6OReS as an isolated structure from OMol25. Energies are from wB97M-V/def2-TZVPD.

Values from the calculation:
2S+1: 2
Frontier orbital gap (alpha / beta) (eV): 6.072 / 5.741
HOMO energy (alpha / beta) (Eh): -0.3911 / -0.3886
Charge: +1
Energy relative to the best compared isomer or geometry (same formula, charge and spin) (kcal/mol): 28.4

```
58
Properties=species:S:1:pos:R:3:mulliken_charge:R:1
Re 0.057 0.383 -0.204 1.344
S 0.317 1.096 2.121 -0.509
O -0.449 -0.904 -1.698 -0.373
N -0.617 1.622 -1.904 -0.141
N -2.585 1.747 -0.681 -0.928
N 0.923 -1.300 0.721 0.869
N 1.706 -1.186 1.847 -1.289
N -2.045 0.965 0.146 0.731
N 2.165 0.053 3.713 -0.322
C 1.504 -0.134 2.558 0.634
C 3.619 0.402 -0.566 -0.086
C -1.611 -4.144 -2.737 -0.478
C -2.539 -0.375 2.093 0.174
C -0.595 2.217 -4.209 -0.967
C 5.441 0.446 0.992 -0.485
C -4.337 1.553 2.985 -0.726
C -1.926 2.621 -4.136 -0.404
C -4.153 0.378 3.705 -0.418
C -0.203 -4.441 -0.821 -0.842
C -2.733 0.797 1.360 0.285
C -1.402 -2.787 -2.704 -0.837
C -2.596 2.495 -2.941 -0.461
C -1.012 -4.981 -1.783 -0.744
C 1.661 1.920 -0.357 -1.576
C 0.015 1.727 -3.073 -0.059
C 4.786 1.432 1.719 -0.672
C -3.258 -0.583 3.254 -0.841
C 0.804 -2.539 0.313 -0.434
C 4.848 -0.078 -0.148 -0.758
C -0.618 -2.201 -1.692 0.404
C 3.544 1.892 1.316 -0.289
C -3.642 1.762 1.812 -0.412
C 2.949 1.396 0.155 0.688
C -1.919 1.959 -1.845 0.282
C -0.004 -3.047 -0.733 0.911
H 2.816 -0.645 4.029 0.256
H -4.704 0.214 4.621 0.408
H 0.277 -5.090 -0.099 0.400
H -1.847 -2.124 -3.435 0.453
H -2.234 -4.571 -3.511 0.423
H -3.765 2.670 1.241 0.469
H -2.425 3.007 -5.014 0.421
H -0.035 2.287 -5.129 0.458
H -5.016 2.313 3.345 0.398
H 6.413 0.090 1.307 0.412
H 3.163 0.006 -1.470 0.320
H -3.637 2.760 -2.821 0.535
H 1.741 2.141 -1.421 0.675
H -3.116 -1.495 3.816 0.416
H 5.349 -0.849 -0.718 0.424
H 5.260 1.852 2.597 0.410
H 1.337 2.820 0.160 0.483
H 1.364 -3.263 0.899 0.463
H 3.034 2.657 1.888 0.450
H 1.912 0.816 4.311 0.204
H 1.046 1.401 -3.104 0.504
H -1.196 -6.045 -1.812 0.411
H -1.831 -1.114 1.742 0.334
```

=====

No. 7
Here is an isolated ion of composition C5H14N3 and charge +1 from OMol25. Energies are from wB97M-V/def2-TZVPD.

Values from the calculation:
Frontier orbital gap (eV): 9.839
SMILES string: C[C@@H](N)CC/[NH+]=C/N
HOMO energy (Eh): -0.4869
Charge: +1
Energy relative to the best compared isomer or geometry (same formula, charge and spin) (kcal/mol): 25.3

```
22
Properties=species:S:1:pos:R:3:mulliken_charge:R:1
N 0.550 -0.457 -1.451 -0.089
N 1.601 -2.476 -1.578 -0.325
N 0.918 0.245 1.142 -0.622
C 0.541 -1.712 -1.837 0.139
C -1.238 0.368 0.020 -0.593
C -0.841 1.611 2.237 -1.434
C -0.767 0.233 -1.397 -0.933
C -0.223 1.173 0.927 0.224
H 1.197 -0.114 -0.720 0.354
H -0.026 1.926 2.911 0.390
H -1.238 0.718 2.733 0.310
H -1.586 -0.458 0.664 0.349
H 0.738 -0.606 1.662 0.207
H 1.825 0.556 1.466 0.240
H -2.126 1.001 0.165 0.424
H 0.262 1.951 0.320 0.325
H 1.899 -3.182 -2.226 0.279
H -0.525 1.232 -1.751 0.339
H -0.336 -2.140 -2.310 0.349
H -1.531 2.447 2.188 0.399
H 2.351 -2.028 -1.082 0.224
H -1.444 -0.290 -2.084 0.446
```

=====

No. 8
Here is F18InP3 as an isolated structure from OMol25. Energies are from wB97M-V/def2-TZVPD.

Values from the calculation:
Frontier orbital gap (eV): 4.063
HOMO energy (Eh): -0.5067
Energy relative to the best compared isomer or geometry (same formula, charge and spin) (kcal/mol): 0.0

```
22
Properties=species:S:1:pos:R:3:mulliken_charge:R:1
In -10.144 0.742 -7.585 1.974
P -10.163 0.502 -11.210 1.154
P -8.354 3.691 -8.222 1.119
P -8.245 0.719 -4.532 1.170
F -8.980 5.113 -8.459 -0.329
F -9.204 -0.601 -4.578 -0.324
F -7.004 -0.132 -4.016 -0.307
F -8.769 0.965 -3.045 -0.306
F -9.569 1.537 -5.130 -0.343
F -8.943 0.506 -10.116 -0.256
F -7.389 2.042 -4.530 -0.296
F -7.322 4.219 -7.168 -0.293
F -7.811 2.109 -8.028 -0.299
F -10.936 1.721 -10.448 -0.299
F -9.381 1.611 -12.052 -0.313
F -7.306 3.934 -9.397 -0.319
F -11.383 0.406 -12.238 -0.315
F -9.449 3.271 -7.075 -0.316
F -7.865 0.457 -6.111 -0.301
F -9.340 2.987 -9.341 -0.161
F -10.921 -0.549 -10.200 -0.326
F -9.400 -0.655 -11.997 -0.314
```